Arrangement one

Below is a 2-piece molecular cluster, O4S2 overall, with properties calculated with the ωB97M-V functional and the def2-TZVPD basis.

Calculated values
- HOMO: -0.4462 hartree
- Net charge: 0

```
6
O4S2, DFT the ωB97M-V functional and the def2-TZVPD basis
O -3.280 -0.917 0.033
O -2.724 1.413 -0.532
O 3.724 -1.099 -0.681
O 2.810 0.057 1.175
S -3.504 0.473 0.229
S 2.975 0.073 -0.224
```

Now the Mulliken charges, all in e:
1. O -0.346
2. O -0.364
3. O -0.388
4. O -0.342
5. S 0.709
6. S 0.730

Arrangement two

Below is O4S2 as an isolated structure, with properties calculated with the ωB97M-V functional and the def2-TZVPD basis.

Calculated values
- HOMO: -0.4081 hartree
- Net charge: 0

```
6
O4S2, DFT the ωB97M-V functional and the def2-TZVPD basis
O 0.775 -0.695 -0.047
O -1.875 -0.119 0.530
O 1.434 -0.451 -2.378
O -0.254 1.277 1.776
S 0.647 0.039 -1.324
S -0.728 -0.050 1.443
```

Now the Mulliken charges, all in e:
1. O -0.385
2. O -0.459
3. O -0.347
4. O -0.420
5. S 0.841
6. S 0.771

The structure with the least stability is arrangement two.

Arrangement one

Below is a 9-piece molecular cluster, C5H27NO9 overall, with properties calculated with the ωB97M-V functional and the def2-TZVPD basis.

Calculated values
- HOMO: -0.3414 hartree
- Net charge: 0

```
42
C5H27NO9, DFT the ωB97M-V functional and the def2-TZVPD basis
C -0.248 0.329 -0.353
O -1.663 0.280 -0.593
C 0.364 -1.094 -0.257
C 0.648 -1.487 1.184
C 1.343 -2.855 1.288
C 3.605 -2.212 1.112
N 2.662 -2.905 0.657
H 0.311 0.895 -1.093
H -0.194 0.713 0.664
H -1.832 -0.229 -1.404
H -0.201 -1.785 -0.887
H 1.336 -0.964 -0.749
H 1.199 -0.674 1.659
H -0.240 -1.603 1.813
H 1.464 -3.027 2.362
H 0.742 -3.566 0.729
H 4.544 -2.238 0.561
H 3.564 -1.515 1.956
H 0.565 -0.466 3.437
H -0.574 0.570 3.283
O -0.193 -0.095 3.890
H -0.790 -0.851 -3.688
H -2.289 -1.106 -3.390
O -1.574 -0.466 -3.279
H -2.626 -1.446 0.217
H -3.251 -0.726 1.359
O -3.289 -1.577 0.906
H -2.623 1.978 2.968
H -2.018 1.415 1.642
O -1.822 1.649 2.557
H 0.097 1.753 -3.477
H 0.931 2.841 -2.927
O 1.005 1.904 -3.173
H -3.939 2.681 -0.214
H -2.633 1.819 -0.397
O -3.238 2.220 0.256
H 2.491 -0.497 -2.897
H 2.761 0.886 -2.263
O 2.768 -0.062 -2.088
H 1.486 3.462 -0.001
H 0.198 4.055 -0.642
O 1.153 3.995 -0.727
```

Atomic partial charges in e from the Mulliken method, atoms 1 to 6:
1. C -0.061
2. O -0.432
3. C -0.543
4. C -0.619
5. C -0.908
6. C -0.291

Arrangement two

Below is a 8-piece molecular cluster, C5H27NO9 overall, with properties calculated with the ωB97M-V functional and the def2-TZVPD basis.

Calculated values
- HOMO: -0.3093 hartree
- Net charge: 0

```
42
C5H27NO9, DFT the ωB97M-V functional and the def2-TZVPD basis
C -1.024 -1.193 0.980
N -1.975 -1.104 -0.123
C -1.547 -0.348 -1.278
O -1.038 -1.339 -2.206
C 0.328 -1.893 0.683
C 1.536 -0.947 0.832
C 2.289 -1.237 2.152
O 1.297 -0.946 3.154
H -1.017 -0.173 1.359
H -1.518 -1.764 1.772
H -2.489 -1.919 -0.423
H -0.800 0.392 -1.049
H -2.385 0.248 -1.673
H -1.629 -1.540 -2.937
H 0.284 -2.211 -0.359
H 0.414 -2.592 1.522
H 1.392 0.183 0.979
H 2.191 -1.247 0.020
H 3.216 -0.682 2.320
H 2.513 -2.320 2.283
H 1.154 -0.001 2.982
H -1.849 2.802 -1.724
H -2.451 3.107 -0.302
O -2.641 2.776 -1.182
H 0.379 2.850 -0.536
H 0.589 2.596 1.022
O -0.054 2.763 0.327
H 0.271 0.723 -2.509
H 1.703 1.150 -2.317
O 0.790 1.414 -2.081
H 3.633 -0.103 -3.327
H 3.995 0.535 -2.103
O 3.242 0.539 -2.715
H 0.763 -2.822 -4.063
H 0.619 -1.458 -3.524
O 0.303 -1.996 -4.259
H -2.763 0.692 1.939
H -3.264 0.471 3.337
O -3.174 1.167 2.676
H -0.301 1.770 4.207
H -0.924 1.912 2.866
O -0.057 1.746 3.275
```

Atomic partial charges in e from the Mulliken method, atoms 1 to 6:
1. C -0.264
2. N -0.282
3. C 0.042
4. O -0.431
5. C -0.445
6. C -0.245

The structure with the least stability is arrangement two.